# 1
A cluster of 8 separate species, C30H78BF4N4O14 in total in a non-equilibrium geometry, computed with wB97M-V/def2-TZVPD.

Atoms and positions in Å:
B: 0.3483 -2.2642 -2.7875
F: 0.3920 -1.0049 -3.3086
F: -0.8842 -2.5022 -2.1241
F: 0.6448 -3.2566 -3.7022
F: 1.2509 -2.4314 -1.8437
C: 10.6058 -2.9804 -3.2831
O: 9.9816 -1.7252 -3.1537
C: 9.6374 -1.0268 -4.3713
C: 8.8006 0.3002 -4.2434
N: 7.8397 0.1308 -3.1949
C: 6.9719 1.2916 -3.1407
C: 6.0193 1.1033 -1.9371
O: 6.5893 1.6652 -0.7634
C: 5.7852 1.4208 0.3600
H: 10.1718 -3.5409 -4.1111
H: 10.5328 -3.5177 -2.3376
H: 11.6550 -3.0630 -3.5670
H: 8.8776 -1.6007 -4.9019
H: 10.3440 -0.9905 -5.2004
H: 8.3364 0.5630 -5.1939
H: 9.5892 0.9402 -3.8476
H: 8.3185 0.0685 -2.3078
H: 6.3276 1.3550 -4.0177
H: 7.6052 2.1655 -2.9883
H: 5.7892 0.0415 -1.8489
H: 5.0953 1.6522 -2.1185
H: 6.1782 0.5333 0.8559
H: 4.7129 1.2634 0.2445
H: 5.8224 2.2364 1.0822
C: -6.8549 -0.9116 2.4099
O: -6.4109 0.1511 3.2820
C: -5.3390 0.9883 2.7617
C: -5.0197 1.9393 3.8378
N: -6.1261 2.8633 4.0372
C: -5.7428 3.9171 4.9575
C: -5.8395 3.5228 6.4319
O: -7.1565 3.3357 6.8928
C: -7.2483 3.0329 8.2283
H: -7.3678 -1.5772 3.1042
H: -6.0468 -1.4197 1.8837
H: -7.6145 -0.5835 1.7004
H: -5.5814 1.5923 1.8873
H: -4.4524 0.3797 2.5836
H: -4.1488 2.4891 3.4810
H: -4.7186 1.3290 4.6892
H: -6.9618 2.3610 4.3003
H: -6.4467 4.7470 4.8951
H: -4.6922 4.2015 4.8993
H: -5.4778 4.3366 7.0604
H: -5.3533 2.5603 6.5910
H: -7.2380 1.9673 8.4574
H: -8.2061 3.2699 8.6916
H: -6.3663 3.4489 8.7153
C: 1.9910 -3.2804 8.7024
O: 1.1984 -2.7372 7.6755
C: 1.7946 -1.5597 7.1273
C: 0.7008 -0.9011 6.1599
N: -0.2729 -1.9563 5.6150
C: 0.2425 -2.6186 4.3886
C: -0.4534 -3.9778 4.1110
O: -0.1128 -4.9734 5.0462
C: -1.0964 -5.8444 5.5916
H: 1.6613 -2.9941 9.7011
H: 2.9750 -2.8238 8.5959
H: 2.0237 -4.3684 8.7590
H: 2.7595 -1.6722 6.6328
H: 1.8935 -0.8386 7.9387
H: 1.1730 -0.2989 5.3837
H: 0.0014 -0.1866 6.5940
H: -0.2366 -2.6754 6.3233
H: 1.2856 -2.8949 4.5431
H: 0.1726 -1.9707 3.5148
H: -0.1872 -4.2991 3.1040
H: -1.5405 -3.9079 4.0722
H: -0.5610 -6.4719 6.3042
H: -1.5228 -6.4663 4.8045
H: -1.9907 -5.3874 6.0154
C: -2.2845 9.7286 -3.5776
O: -2.1369 10.8306 -4.5132
C: -2.8093 10.8717 -5.7947
C: -2.3859 9.6626 -6.6709
N: -3.1258 8.4410 -6.3791
C: -2.2975 7.3141 -6.3468
C: -2.9718 6.1190 -5.5466
O: -2.6561 6.3681 -4.2137
C: -3.0129 5.4619 -3.3668
H: -1.8784 10.1563 -2.6610
H: -1.6961 8.8481 -3.8359
H: -3.2902 9.3618 -3.3723
H: -2.4352 11.7768 -6.2731
H: -3.8975 10.8937 -5.7358
H: -1.3214 9.5481 -6.4664
H: -2.2453 9.9446 -7.7144
H: -3.6903 8.3300 -5.5490
H: -1.4179 7.6019 -5.7710
H: -1.8884 6.9985 -7.3065
H: -2.4582 5.2345 -5.9234
H: -4.0444 6.0527 -5.7288
H: -4.0849 5.5435 -3.1873
H: -2.6621 5.7195 -2.3675
H: -2.8521 4.3919 -3.4988
C: -5.1388 -0.8257 -4.7716
C: -6.4131 -0.5992 -5.6132
O: -6.6787 0.8047 -5.6102
O: -4.8617 -2.2502 -4.8173
H: -5.2889 -0.5804 -3.7203
H: -4.2535 -0.3440 -5.1867
H: -7.3537 -0.8633 -5.1298
H: -6.4769 -0.7950 -6.6836
H: -6.8063 1.1038 -6.5134
H: -4.0366 -2.4497 -4.3690
C: 5.5229 -5.3783 0.2475
C: 6.7470 -6.3948 0.1890
O: 6.3785 -7.6837 -0.3035
O: 4.5747 -5.6542 -0.7312
H: 6.0665 -4.4335 0.2511
H: 4.9519 -5.3633 1.1758
H: 7.3233 -6.4409 1.1130
H: 7.3992 -6.0179 -0.5988
H: 6.9746 -8.3656 0.0147
H: 4.2232 -4.7687 -0.8495
C: -0.2610 -8.2583 -1.5065
C: 0.1723 -9.4097 -0.6563
O: 1.4609 -9.1941 -0.0615
O: 0.5807 -8.0495 -2.5505
H: -0.3507 -7.2896 -1.0149
H: -1.2823 -8.4204 -1.8511
H: 0.2805 -10.3095 -1.2619
H: -0.5127 -9.6927 0.1430
H: 1.4698 -9.6693 0.7726
H: 0.3047 -7.2689 -3.0365

Calculated values
Spin multiplicity   1
HOMO   -7.03 eV
Net charge   -1
LUMO   2.147 eV



# 2
A cluster of 13 separate species, C30H78O17S11 in total in a non-equilibrium geometry, computed with wB97M-V/def2-TZVPD.

Atoms and positions in Å:
C: 0.6379 -4.1213 6.9729
C: 0.9991 -2.7082 7.5378
C: 0.3726 -1.5929 6.7616
O: -0.3683 -0.8736 7.7173
C: -0.2912 -1.5156 9.0058
O: -1.0424 -1.3249 9.9358
O: 0.5106 -2.5535 8.8417
H: 0.9570 -4.3652 5.9596
H: -0.4160 -4.3608 7.1146
H: 1.1857 -4.8996 7.5042
H: 2.0577 -2.5602 7.7515
H: -0.1012 -2.0095 5.8727
H: 1.1195 -0.8325 6.5334
C: 0.4096 1.2669 4.3335
C: 1.5574 2.1241 4.0214
C: 1.8974 3.2914 4.9926
O: 3.3134 3.1641 5.2872
C: 3.7268 1.9912 4.8680
O: 4.8530 1.5287 4.8702
O: 2.6988 1.2291 4.2782
H: 0.2448 1.0247 5.3834
H: 0.4785 0.2794 3.8772
H: -0.4118 1.8345 3.8962
H: 1.6460 2.4904 2.9987
H: 1.2061 3.4315 5.8236
H: 1.6522 4.2418 4.5185
C: 10.0252 4.4710 3.8422
S: 8.2406 4.1052 3.7336
O: 8.1452 3.2399 2.4592
C: 8.1416 2.8256 4.9616
H: 10.2073 4.9853 4.7858
H: 10.4348 5.2883 3.2486
H: 10.5988 3.5694 3.6274
H: 8.9068 2.8836 5.7357
H: 7.9706 1.7842 4.6893
H: 7.2048 3.0681 5.4633
C: -4.4529 2.1667 6.6545
S: -2.7343 1.6252 6.0426
O: -2.9011 1.5513 4.5098
C: -1.7688 3.2122 6.2886
H: -5.0186 1.2527 6.8358
H: -5.0679 2.8965 6.1280
H: -4.3507 2.6205 7.6403
H: -1.6480 3.5060 7.3313
H: -2.2488 4.0703 5.8181
H: -0.8029 3.0716 5.8034
C: 4.2684 3.7288 8.1636
S: 3.1360 4.5047 9.3537
O: 3.7397 5.8522 9.6367
C: 1.7702 4.8247 8.1766
H: 5.2946 3.5797 8.4995
H: 4.3422 4.3310 7.2581
H: 3.9761 2.7319 7.8336
H: 1.9878 5.4784 7.3319
H: 0.8912 5.3272 8.5802
H: 1.5740 3.7998 7.8617
C: 3.3621 6.6997 2.2104
S: 2.8868 5.1457 1.2922
O: 3.2014 5.4509 -0.1800
C: 4.3559 4.1099 1.9565
H: 4.4162 6.9484 2.0880
H: 3.1558 6.7134 3.2807
H: 2.7117 7.4535 1.7667
H: 5.3246 4.5925 1.8269
H: 4.5472 3.1063 1.5765
H: 4.2055 4.1062 3.0360
C: -1.6778 6.4688 1.1452
S: -0.5396 5.0505 1.2156
O: 0.1088 4.7561 2.5597
C: -1.6147 3.6562 0.6472
H: -2.7022 6.1212 1.2791
H: -1.5668 6.8686 0.1373
H: -1.3218 7.1379 1.9286
H: -2.4787 3.5854 1.3080
H: -1.2002 2.6481 0.6528
H: -2.0541 3.7125 -0.3487
C: 0.8472 -1.0839 0.8814
S: 2.2445 0.1306 0.9862
O: 3.3153 -0.0795 -0.1151
C: 1.2027 1.5382 0.3869
H: -0.0282 -0.5281 1.2175
H: 1.0179 -1.9760 1.4839
H: 0.7276 -1.4655 -0.1326
H: 0.4422 1.7610 1.1353
H: 0.8093 1.2550 -0.5894
H: 1.7688 2.4606 0.2567
C: 3.3620 -1.7590 4.3749
S: 4.3491 -3.4078 4.5804
O: 4.6546 -3.5887 6.0074
C: 2.9709 -4.4050 3.8521
H: 3.3054 -1.6613 3.2908
H: 4.1172 -1.0123 4.6203
H: 2.3738 -1.6199 4.8135
H: 3.4276 -5.2580 3.3502
H: 2.2685 -3.8588 3.2225
H: 2.3146 -4.7963 4.6295
C: 5.9585 -0.3303 7.4048
S: 7.6558 0.2403 6.9969
O: 8.1893 0.8151 8.3046
C: 8.3388 -1.4103 6.6938
H: 5.8923 -0.9397 8.3061
H: 5.5995 -1.0565 6.6756
H: 5.2302 0.4804 7.3821
H: 7.9831 -2.2714 7.2596
H: 9.4233 -1.3738 6.7974
H: 8.0179 -1.7652 5.7144
C: 6.5260 -0.1499 0.0497
S: 6.4130 -1.2454 1.5428
O: 7.8452 -1.7411 1.7180
C: 6.1990 0.0790 2.8774
H: 5.9981 -0.6770 -0.7450
H: 7.5202 -0.1306 -0.3968
H: 5.9814 0.7838 0.1902
H: 7.0377 0.7379 2.6525
H: 6.0877 -0.3906 3.8548
H: 5.2626 0.5848 2.6424
C: -2.3457 -2.9361 4.4347
S: -0.9506 -3.3212 3.3633
O: 0.3692 -2.6968 3.9213
C: -0.7914 -5.1193 3.7530
H: -2.5638 -3.7779 5.0919
H: -3.2448 -2.8086 3.8316
H: -2.3243 -2.1062 5.1410
H: 0.2610 -5.3059 3.5391
H: -1.2851 -5.7045 2.9773
H: -0.9606 -5.6083 4.7124
C: 0.6308 7.9781 4.8949
S: -0.8073 6.9892 5.5279
O: -0.2906 5.5754 5.7333
C: -0.8810 7.6527 7.2646
H: 0.6130 8.8935 5.4862
H: 0.6501 8.2486 3.8391
H: 1.5972 7.5086 5.0790
H: -1.6198 7.1235 7.8664
H: -1.0234 8.7328 7.2317
H: 0.1067 7.5625 7.7168

Calculated values
Spin multiplicity   1
HOMO   -7.91 eV
Energy relative to the best compared isomer or geometry (same formula, charge and spin)   126.1 kcal per mole
LUMO   -0.169 eV



# 3
A cluster of 8 separate species, C30H79ClN5O13 in total in a non-equilibrium geometry, computed with wB97M-V/def2-TZVPD.

Atoms and positions in Å:
Cl: -0.1903 -0.3406 0.3095
O: -1.5775 -0.6036 0.6509
O: 0.0769 -0.9327 -0.9855
O: 0.0397 1.0765 0.2631
O: 0.6853 -0.9307 1.2887
C: 3.3422 -1.9487 -1.7235
C: 4.8472 -1.6923 -1.7689
C: 5.4394 -1.3662 -0.4090
O: 5.4978 -2.8464 -2.3696
H: 2.8431 -0.9990 -1.5918
H: 3.0961 -2.5655 -0.8512
H: 2.9899 -2.4645 -2.6112
H: 5.0374 -0.8075 -2.4071
H: 5.0864 -2.0387 0.3802
H: 5.1169 -0.3690 -0.0834
H: 6.5302 -1.3886 -0.4081
H: 6.4105 -2.6311 -2.5790
C: -2.0920 -3.2856 -3.0971
C: -1.0057 -4.3164 -3.4644
C: 0.3154 -3.6041 -3.7026
O: -0.8693 -5.3058 -2.4752
H: -2.3510 -2.7306 -4.0057
H: -1.7325 -2.6003 -2.3299
H: -2.9957 -3.8185 -2.7959
H: -1.3530 -4.7708 -4.4003
H: 0.2681 -2.8251 -4.4735
H: 1.1239 -4.2647 -4.0429
H: 0.6775 -3.1625 -2.7708
H: -0.7904 -4.8486 -1.5889
C: 2.0133 2.9816 -2.2432
O: 1.6798 4.1676 -2.8707
C: 0.3136 4.2269 -3.2378
C: 0.1437 5.4668 -4.0586
N: 0.6296 6.6596 -3.3311
C: 0.9169 7.8768 -4.1285
C: -0.1179 8.1489 -5.1849
O: 0.3606 9.0851 -6.1026
C: -0.6196 9.3799 -7.0682
H: 3.0847 2.8599 -2.1278
H: 1.6238 2.1274 -2.8134
H: 1.5004 2.8619 -1.2776
H: -0.2773 4.3437 -2.3147
H: 0.0207 3.3196 -3.7735
H: -0.9196 5.5979 -4.2956
H: 0.6996 5.3896 -5.0166
H: 1.4123 6.3779 -2.7585
H: 1.9629 7.9039 -4.4680
H: 0.8258 8.6649 -3.3696
H: -1.0041 8.5542 -4.6671
H: -0.4342 7.2201 -5.6733
H: -1.4990 9.8504 -6.6160
H: -0.9218 8.4484 -7.5683
H: -0.1512 10.0319 -7.7982
C: 1.9238 4.5563 1.0999
O: 2.7165 3.8596 2.0418
C: 2.9275 2.4986 1.8941
C: 3.9305 2.1155 2.9695
N: 4.5597 0.7800 2.9366
C: 3.6395 -0.3605 2.8472
C: 2.7976 -0.5791 4.0816
O: 3.6204 -0.5921 5.2149
C: 2.9362 -0.7193 6.4175
H: 2.2859 4.4337 0.0753
H: 1.9944 5.6072 1.3720
H: 0.8860 4.2261 1.2057
H: 3.3016 2.2089 0.8849
H: 2.0077 1.8988 1.9820
H: 3.3385 2.1619 3.9061
H: 4.7098 2.8766 3.0067
H: 5.0739 0.7347 3.8080
H: 4.1905 -1.2514 2.5304
H: 2.9833 -0.1689 1.9967
H: 2.2104 -1.5030 3.9328
H: 2.0383 0.2215 4.1422
H: 2.4747 -1.7103 6.5321
H: 2.1570 0.0475 6.5220
H: 3.6706 -0.5984 7.2120
C: -4.0513 1.9484 -0.4104
C: -5.0621 0.8188 -0.4727
C: -5.0894 0.1998 -1.8295
O: -6.0937 -0.7765 -1.8592
C: -6.0244 -1.5449 -3.0400
N: -4.7191 -0.1713 0.5770
H: -4.4484 2.8357 -0.9037
H: -3.1467 1.5934 -0.9068
H: -3.8393 2.1829 0.6274
H: -6.0781 1.1652 -0.2510
H: -4.0994 -0.2183 -2.0816
H: -5.3009 0.9358 -2.6265
H: -6.7877 -2.3167 -2.9373
H: -5.0597 -2.0723 -3.1051
H: -6.1592 -0.9471 -3.9479
H: -3.7239 -0.3964 0.4771
H: -5.1730 -1.0522 0.3060
C: 1.1033 -5.7010 0.3467
C: 0.0858 -4.7648 0.9560
C: 0.5352 -4.1119 2.2243
O: 0.6648 -5.1069 3.2047
C: 0.7148 -4.5787 4.5229
N: -0.3831 -3.8065 -0.0331
H: 1.9091 -5.2013 -0.1933
H: 0.5915 -6.4358 -0.2685
H: 1.5719 -6.2591 1.1652
H: -0.7358 -5.4596 1.1524
H: -0.1928 -3.3621 2.5742
H: 1.4691 -3.5427 2.0727
H: -0.2572 -4.1739 4.8255
H: 1.5414 -3.8634 4.5838
H: 0.9091 -5.4354 5.1719
H: 0.3493 -3.1578 -0.3173
H: -1.1442 -3.2226 0.3061
C: -3.5990 -1.0494 5.5094
C: -2.6968 -1.2266 4.3008
C: -2.9965 -2.4765 3.5241
O: -2.6615 -3.6153 4.2937
C: -2.9065 -4.7758 3.5891
N: -2.8019 -0.0205 3.4360
H: -3.5588 -1.8765 6.2214
H: -4.6442 -0.9128 5.2054
H: -3.3281 -0.1368 6.0470
H: -1.6495 -1.2706 4.6229
H: -2.4376 -2.4397 2.5702
H: -4.0529 -2.5366 3.1991
H: -2.6408 -5.5971 4.2563
H: -2.2374 -4.8620 2.7235
H: -3.9428 -4.8657 3.2505
H: -3.6678 -0.1232 2.8773
H: -2.1378 -0.1230 2.6585

Calculated values
Spin multiplicity   1
HOMO   -6.47 eV
Net charge   -1
LUMO   2.245 eV



HOMO-LUMO gap readings, ordered: 9.2 7.7 8.7 eV